No. 1
33
Properties=species:S:1:pos:R:3:forces:R:3:lowdin_charge:R:1 method="wB97M-V/def2-TZVPD" e_homo_ev=-7.54 lumo_ev=-0.986 de_lowest_kj_mol=0.0
Au -0.009 0.744 -0.232 0.4 -0.2 0.0 1.308
N 0.188 2.796 -0.568 -0.2 -0.2 0.4 -0.037
C 1.550 2.993 -1.126 0.2 0.1 -0.2 -0.134
C 2.524 2.181 -0.283 0.2 0.0 0.1 -0.573
O 3.610 2.639 0.034 -0.1 0.0 -0.1 0.049
N 2.010 0.985 0.034 0.3 -0.7 -0.4 -0.127
C 2.587 0.253 1.143 -1.1 0.3 1.2 -0.142
C 1.679 0.431 2.431 0.5 0.0 -1.0 -0.689
O 2.207 0.075 3.472 -0.4 0.1 0.4 0.005
O 0.503 0.868 2.187 -0.2 0.0 0.4 -0.142
H -0.527 3.213 -1.153 -0.1 -0.1 0.0 0.107
H 0.116 3.186 0.371 0.1 0.1 0.0 0.126
H 1.857 4.037 -1.130 -0.2 0.0 0.1 0.126
H 1.553 2.616 -2.148 -0.1 0.0 0.0 0.122
H 3.576 0.589 1.430 0.2 -0.1 -0.4 0.116
H 2.527 -0.825 1.020 0.5 0.0 -0.3 0.076
S -4.082 -1.028 -0.295 0.0 0.1 0.0 1.057
C -4.313 0.667 -0.333 0.0 0.0 0.0 -0.403
C -3.134 1.355 -0.349 0.0 0.0 0.0 -0.192
C -2.008 0.493 -0.335 0.1 0.3 -0.2 -0.311
C -2.379 -0.818 -0.303 -0.2 -0.2 0.0 -0.539
C -1.370 -1.846 -0.291 0.1 -0.1 0.0 -0.261
C -1.595 -3.214 -0.219 0.0 0.0 0.0 -0.004
C -0.518 -4.077 -0.247 0.0 0.0 0.0 -0.033
C 0.769 -3.567 -0.360 -0.1 0.0 0.0 -0.032
C 0.931 -2.199 -0.421 0.1 0.0 -0.1 -0.089
N -0.106 -1.363 -0.370 -0.3 0.4 0.3 0.000
H -5.313 1.069 -0.338 0.0 0.0 0.0 0.070
H -3.088 2.435 -0.361 0.0 0.0 0.0 0.094
H -2.609 -3.582 -0.141 0.0 0.0 0.0 0.112
H -0.677 -5.146 -0.187 0.0 0.0 0.0 0.118
H 1.633 -4.213 -0.403 0.0 0.0 0.0 0.115
H 1.906 -1.748 -0.527 0.0 0.0 0.0 0.108


No. 2
105
Properties=species:S:1:pos:R:3:forces:R:3:lowdin_charge:R:1 method="wB97M-V/def2-TZVPD" e_homo_ev=-8.77 lumo_ev=-0.119 de_lowest_kj_mol=374.0
C 0.182 -4.031 2.937 -3.5 0.5 -2.4 -0.057
C 0.579 -2.557 3.011 0.7 -2.4 -0.2 -0.311
O 1.987 -2.560 3.143 1.2 1.5 -0.3 -0.096
H 0.502 -4.686 3.672 0.8 -0.8 1.9 0.040
H 0.506 -4.468 1.982 0.4 0.4 0.2 0.056
H -0.989 -4.186 2.801 2.2 0.6 0.7 0.122
H 0.158 -1.959 3.754 -1.0 0.5 1.7 0.076
H 0.230 -2.132 2.117 0.0 0.8 -1.6 0.061
H 2.316 -1.626 3.025 -0.6 -1.3 0.2 0.039
C 1.003 -3.600 -1.162 -0.4 -0.3 -1.0 -0.040
C -0.244 -4.553 -1.360 2.3 2.1 -0.7 -0.300
O -0.630 -4.949 -0.086 -0.3 -2.5 0.2 -0.092
H 1.349 -3.031 -2.097 -0.5 -1.3 1.2 0.089
H 1.779 -4.255 -0.723 0.0 0.4 -0.6 0.086
H 0.818 -2.849 -0.407 -0.3 0.3 0.3 0.034
H 0.081 -5.292 -2.055 0.4 -1.4 0.0 0.107
H -1.085 -4.149 -1.849 -0.8 1.1 -0.7 0.071
H -0.990 -5.858 -0.204 0.1 1.0 0.7 0.144
C -1.435 -1.117 -3.947 1.2 1.3 0.9 -0.071
C -2.030 -1.139 -5.381 -1.3 0.9 2.1 -0.319
O -1.367 -2.171 -6.032 0.1 0.0 -1.0 -0.058
H -0.758 -0.243 -3.722 -0.7 -0.8 -0.8 0.051
H -0.849 -1.938 -3.479 -0.2 -0.3 -1.5 0.068
H -2.148 -1.011 -3.177 -1.5 0.5 0.6 0.027
H -2.021 -0.104 -5.785 1.2 -0.5 -0.4 0.109
H -3.168 -1.211 -5.405 1.1 -0.9 0.5 0.122
H -1.567 -2.092 -6.963 0.0 -0.2 -0.5 0.082
C -5.415 1.520 -0.835 0.2 -1.5 1.6 -0.056
C -4.018 1.068 -0.338 -3.4 0.7 -1.9 -0.301
O -3.414 0.448 -1.438 0.1 -1.5 0.7 -0.064
H -5.951 2.026 -0.058 -0.5 0.1 0.8 0.066
H -5.990 0.626 -1.133 0.2 0.5 -0.1 0.087
H -5.356 2.230 -1.581 0.2 1.2 -2.1 0.036
H -4.298 0.578 0.551 0.8 -1.9 1.0 0.083
H -3.465 1.893 -0.074 1.2 1.9 0.9 0.048
H -2.723 1.057 -1.652 1.0 -0.1 -0.8 0.009
C 2.011 3.537 -1.604 -1.5 0.9 -0.1 -0.084
C 2.766 4.501 -2.557 -2.4 -0.7 -0.3 -0.326
O 3.725 5.086 -1.744 1.6 0.2 -0.2 -0.077
H 2.788 2.920 -1.192 0.0 -0.6 0.5 0.049
H 1.142 2.938 -1.905 0.6 -0.3 -1.0 0.044
H 1.482 4.096 -0.819 1.0 0.2 0.2 0.077
H 2.101 5.329 -2.977 0.9 -1.2 0.4 0.133
H 3.213 3.861 -3.350 -0.2 0.8 0.0 0.110
H 4.393 4.385 -1.669 0.0 0.7 0.4 0.091
C 1.609 0.548 3.964 -5.5 0.6 -2.3 -0.574
O 0.499 1.024 3.313 5.6 -1.7 2.1 -0.087
N 2.789 0.248 3.479 1.8 0.4 -1.7 0.147
N 1.496 0.109 5.176 -1.2 -2.1 4.9 0.172
H 2.942 0.816 2.638 1.3 -0.4 0.3 0.037
H 3.540 -0.042 4.127 -0.8 0.6 -0.8 0.152
H 0.555 -0.131 5.448 -0.2 0.5 0.2 0.126
H 2.186 -0.501 5.703 -1.0 1.4 -1.5 0.161
C 3.710 2.902 1.808 -4.9 9.7 -0.4 -0.671
O 2.900 4.019 1.767 4.0 -5.5 0.9 -0.093
N 4.970 2.928 2.078 7.8 0.3 3.9 0.142
N 3.332 1.768 1.404 -3.9 -6.3 -3.5 0.117
H 5.446 3.674 2.663 -1.7 -0.5 -1.6 0.150
H 5.561 2.063 2.362 -2.1 1.4 -1.2 0.155
H 2.323 1.555 1.242 0.9 1.0 -0.5 0.124
H 3.920 1.065 0.916 -0.1 0.8 0.9 0.126
C -3.000 -0.091 3.245 1.6 5.0 3.6 -0.628
O -3.091 0.924 4.123 0.1 -4.6 -3.8 -0.091
N -1.877 -0.473 2.653 2.7 1.5 0.4 0.164
N -3.968 -0.855 2.832 -4.7 -1.4 0.0 0.160
H -1.029 0.079 2.826 -0.5 -0.4 0.2 0.058
H -1.821 -1.297 2.094 -0.1 -0.5 -0.3 0.053
H -4.886 -0.636 3.165 -0.2 0.2 0.3 0.112
H -4.010 -1.412 1.992 0.8 0.1 0.1 0.101
C -1.347 2.710 1.527 -0.4 0.2 -0.1 -0.158
O -2.411 3.573 1.193 -0.3 1.6 0.7 -0.119
H -0.467 2.924 0.998 1.3 0.2 -1.6 0.062
H -1.598 1.670 1.455 -0.5 -0.3 -0.2 0.044
H -1.017 2.913 2.487 0.3 -0.1 2.3 0.060
H -2.341 4.346 1.823 -0.3 -1.4 -1.2 0.119
C 1.769 -0.064 -2.838 0.1 0.7 1.9 -0.189
O 2.734 0.369 -3.716 1.2 -0.2 -1.9 -0.080
H 1.459 -1.100 -2.951 -0.2 0.1 -0.4 0.064
H 1.008 0.690 -2.936 -1.1 -0.4 0.3 0.050
H 2.209 0.065 -1.832 -0.8 -0.3 0.0 0.067
H 3.494 0.516 -3.180 1.1 0.2 0.0 0.060
C -1.967 3.191 -2.268 0.1 1.8 1.4 -0.127
O -1.468 1.952 -2.729 -0.7 -0.2 0.0 -0.160
H -2.391 3.842 -3.055 0.7 -0.3 0.0 0.088
H -1.117 3.695 -1.694 -1.4 -0.2 -0.7 0.099
H -2.858 3.121 -1.566 1.4 -0.6 -0.6 0.087
H -0.786 2.112 -3.382 0.1 0.1 -0.1 0.081
C -0.292 -0.034 -0.308 0.1 -0.7 0.0 -0.140
O 0.792 0.158 0.550 1.6 -0.1 1.3 -0.152
H -0.312 0.847 -0.920 -0.6 -0.1 -1.0 0.065
H -1.143 -0.084 0.332 -1.2 -0.1 -0.2 0.050
H -0.185 -1.024 -0.819 -0.1 1.1 -0.1 0.084
H 0.455 0.461 1.409 0.2 0.1 0.1 0.026
C -2.532 -2.667 -0.337 -1.4 0.7 -2.6 -0.196
O -1.897 -2.797 0.866 2.8 -0.2 0.3 -0.148
H -3.263 -1.874 -0.407 -0.3 0.4 0.7 0.072
H -3.027 -3.588 -0.478 -1.1 -1.2 -0.7 0.076
H -1.994 -2.474 -1.307 0.5 -0.1 1.3 0.077
H -1.179 -3.457 0.606 -1.1 0.7 1.4 0.059
C 3.590 -1.528 0.387 -1.7 1.8 -0.1 -0.099
O 4.594 -0.845 1.235 -1.0 -0.2 -2.3 -0.128
H 2.534 -1.549 0.799 1.3 0.5 0.1 0.068
H 3.840 -2.534 0.277 0.8 -1.6 -0.4 0.053
H 3.421 -1.043 -0.625 1.0 -0.3 1.3 0.083
H 4.367 -1.107 2.108 -0.2 -0.4 1.2 0.028


No. 3
117
Properties=species:S:1:pos:R:3:forces:R:3:lowdin_charge:R:1 method="wB97M-V/def2-TZVPD" spin_multiplicity=2 charge=+1 e_homo_ev="-8.28 / -9.87" lumo_ev="-3.050 / -3.049" de_lowest_kj_mol=424.2
Hf -0.134 0.095 -1.272 0.1 1.7 -0.1 1.796
C -0.484 1.920 -4.798 -0.6 1.5 -0.6 -0.041
C 0.717 1.191 -4.364 1.8 -0.3 1.0 -0.672
C 1.251 0.334 -5.495 -0.3 -1.0 -1.6 -0.067
C 1.907 2.066 -3.908 -0.4 -0.1 -1.5 -0.004
O 0.392 0.305 -3.239 -1.0 -1.1 -0.6 -0.447
Ge -1.169 -1.099 -3.687 0.8 0.5 1.2 1.258
O -2.051 -0.053 -2.252 0.0 -0.8 -0.5 -0.471
C -3.524 -0.033 -2.149 -0.6 0.0 0.0 -0.649
C -3.935 0.616 -0.809 -0.1 0.7 -1.2 -0.020
C -4.089 0.732 -3.354 1.2 -0.1 0.4 -0.026
C -4.080 -1.451 -2.203 0.2 -0.9 0.4 -0.050
O -0.193 -1.884 -2.030 -0.9 -0.1 -1.0 -0.469
C 0.447 -3.216 -2.284 -0.9 -0.1 -0.3 -0.637
C 0.412 -3.897 -0.933 1.3 -0.2 0.3 -0.030
C 1.798 -2.936 -2.892 -0.3 0.0 0.2 -0.001
C -0.395 -4.068 -3.262 -0.4 0.2 0.0 -0.075
H -0.140 2.729 -5.458 -0.2 -0.3 -0.2 0.115
H -1.062 2.470 -4.048 0.2 -0.5 0.3 0.096
H -1.105 1.236 -5.372 -0.5 0.2 -0.1 0.074
H 1.530 0.890 -6.412 0.1 0.3 0.8 0.108
H 0.526 -0.370 -5.974 0.1 0.2 0.9 0.079
H 2.124 -0.241 -5.190 0.0 0.0 0.1 0.092
H 2.397 2.337 -4.882 0.0 0.0 1.2 0.110
H 2.558 1.463 -3.275 0.2 0.2 -0.1 0.095
H 1.575 2.958 -3.405 0.0 0.2 0.3 0.067
H -3.703 1.723 -0.860 -0.4 -1.3 0.4 0.091
H -3.399 0.128 0.008 -0.2 0.2 0.0 0.075
H -5.028 0.437 -0.716 0.7 0.3 0.2 0.109
H -3.693 1.757 -3.291 -0.3 -0.2 -0.3 0.092
H -5.167 0.711 -3.224 -0.1 0.2 -0.5 0.094
H -3.751 0.255 -4.311 -0.5 0.4 0.7 0.089
H -3.837 -1.992 -1.262 -0.1 0.2 -0.6 0.101
H -3.659 -2.012 -3.061 -0.1 0.1 0.3 0.059
H -5.184 -1.484 -2.339 0.8 0.3 0.2 0.110
H 0.935 -3.224 -0.240 -0.3 -0.3 0.1 0.061
H 0.966 -4.866 -0.926 -0.4 0.7 -0.2 0.118
H -0.615 -4.074 -0.617 0.0 0.1 0.1 0.081
H 2.459 -2.524 -2.125 0.1 0.3 -0.5 0.083
H 1.653 -2.303 -3.793 0.4 -0.1 0.6 0.089
H 2.191 -3.883 -3.222 0.5 -0.3 -0.2 0.096
H -1.460 -4.063 -2.923 0.8 -0.5 -0.2 0.097
H 0.076 -5.072 -3.318 -0.7 0.4 0.4 0.112
H -0.400 -3.749 -4.312 0.2 0.4 0.2 0.060
N 1.328 3.902 4.526 1.4 -0.7 -2.1 0.142
C 0.487 2.855 4.553 -1.5 -0.4 0.1 -0.197
N 0.429 2.169 3.429 0.0 -0.9 0.5 0.113
C 1.446 2.607 2.651 -0.7 2.7 2.0 -0.247
C 1.845 2.066 1.354 -0.5 2.1 -0.9 -0.192
C 3.218 2.628 1.033 1.5 0.7 0.1 -0.003
C 3.764 3.751 1.627 -1.5 -0.7 0.6 -0.066
C 3.170 4.352 2.783 0.3 0.8 -0.7 -0.021
C 2.043 3.736 3.278 -1.2 -1.0 0.8 -0.187
H 1.506 4.547 5.285 0.2 -0.3 -0.3 0.158
H -0.137 2.599 5.415 0.3 0.4 -0.4 0.128
H 1.219 2.447 0.488 0.3 -0.4 1.1 0.138
H 3.857 2.113 0.324 -0.5 -0.1 -0.3 0.096
H 4.662 4.197 1.249 0.4 -0.2 -0.2 0.099
H 3.497 5.297 3.195 0.4 -0.1 0.0 0.105
N 3.150 0.974 4.390 -1.2 -2.9 -4.4 0.165
C 2.855 0.427 3.351 2.0 3.5 5.2 -0.318
N 2.555 -0.107 2.196 -2.1 0.4 -1.3 0.163
C 1.829 0.607 1.331 2.4 -1.6 1.8 -0.309
N 1.370 -0.008 0.221 2.2 -2.0 -0.1 -0.032
I 6.667 -6.600 0.588 -0.4 0.7 -0.1 0.837
C 5.676 -4.720 0.454 0.4 0.5 -0.4 -0.675
C 6.295 -3.667 -0.289 0.0 -1.2 1.0 -0.128
C 5.624 -2.455 -0.344 0.8 1.0 -0.8 -0.034
C 4.391 -2.305 0.283 -1.9 0.7 0.4 -0.128
C 3.880 -3.277 1.175 -0.4 0.3 -1.7 -0.015
C 4.467 -4.527 1.157 1.2 -0.1 -0.2 -0.142
C 3.498 -1.102 -0.102 3.2 2.3 -0.7 -0.388
O 2.176 -1.290 0.213 -0.9 0.6 -1.4 -0.110
O 4.013 -0.089 -0.636 -2.5 -3.0 1.5 0.065
H 7.300 -3.815 -0.753 -1.1 0.2 0.4 0.112
H 6.107 -1.583 -0.878 -0.9 -1.1 0.5 0.145
H 2.924 -3.097 1.673 0.4 0.0 -0.1 0.114
H 4.015 -5.354 1.673 0.0 -0.1 0.3 0.090
C -2.115 -2.262 5.374 -0.7 0.7 1.8 -0.224
N -0.850 -2.820 5.034 1.2 -0.9 0.2 -0.167
C -1.055 -4.237 4.708 0.5 0.6 -0.8 -0.174
N -2.076 -4.404 3.696 0.4 -0.9 -0.7 -0.168
C -3.307 -3.747 3.991 -1.1 -0.6 0.5 -0.215
N -3.107 -2.364 4.349 -1.3 0.5 -1.3 -0.154
C -2.737 -1.623 3.160 1.2 1.1 0.2 -0.357
P -1.111 -2.113 2.371 0.3 -0.6 0.3 1.000
C -0.120 -2.131 3.983 0.9 0.8 0.3 -0.337
C -1.557 -3.938 2.431 -0.8 -0.1 -1.4 -0.376
H -2.040 -1.193 5.722 0.1 -0.9 -0.4 0.147
H -2.509 -2.861 6.232 0.3 0.5 -0.4 0.141
H -1.341 -4.786 5.574 -0.2 -0.3 0.9 0.118
H -0.121 -4.659 4.290 -0.3 0.2 0.4 0.133
H -3.843 -4.254 4.818 0.4 0.1 -0.3 0.138
H -3.938 -3.842 3.083 0.1 0.3 0.6 0.132
H -2.626 -0.573 3.420 0.0 0.3 0.2 0.080
H -3.458 -1.621 2.362 -0.8 -0.4 -0.1 0.064
H 0.007 -1.071 4.310 0.0 -0.5 -0.3 0.082
H 0.950 -2.541 3.943 -1.6 0.4 -0.4 0.108
H -0.727 -4.574 2.184 0.7 -0.1 -0.3 0.068
H -2.318 -4.141 1.626 0.5 0.3 0.6 0.093
O 0.341 2.344 -1.397 -1.3 -0.2 0.1 -0.128
C -0.772 2.609 -0.774 2.2 0.2 -0.1 -0.514
O -1.335 1.574 -0.294 -0.8 -0.1 0.8 -0.120
C -1.233 4.009 -0.635 0.9 -1.1 0.1 -0.128
C -0.381 4.985 -1.189 -1.7 0.2 0.0 0.020
C -0.941 6.254 -1.386 0.9 0.6 -0.3 0.041
C -2.220 6.497 -0.902 0.3 1.1 -0.1 -0.200
O -2.921 7.673 -0.940 -0.3 -0.1 -0.1 0.039
C -4.118 7.516 -0.127 0.8 -0.7 0.9 -0.085
O -4.110 6.137 0.312 1.4 -0.3 -0.5 0.011
C -2.905 5.572 -0.166 -2.2 -0.1 1.1 -0.175
C -2.461 4.289 0.001 0.3 -0.2 0.1 0.087
H 0.639 4.724 -1.442 -0.2 0.1 -0.3 0.125
H -0.352 7.043 -1.887 -0.5 -0.4 0.4 0.137
H -5.052 7.657 -0.678 0.4 0.3 -0.2 0.138
H -4.048 8.191 0.773 0.0 -0.6 -1.0 0.153
H -2.916 3.539 0.661 -0.1 0.4 -0.6 0.147